C72H152N8O8 | ωB97M-V with the def2-TZVPD basis set

Geometry as XYZ:
```
240
Properties=species:S:1:pos:R:3
C 4.929 14.860 5.168
C 4.143 13.821 5.996
C 4.862 13.414 7.391
C 2.803 14.495 6.237
C 1.700 13.595 6.668
C 1.557 12.449 5.692
C 2.900 11.677 5.321
C 3.177 10.602 6.424
C 2.713 10.842 4.054
N 4.039 12.737 5.027
O 5.317 12.027 4.935
H 5.426 14.457 4.286
H 4.318 15.689 4.811
H 5.737 15.346 5.716
H 4.163 13.118 8.173
H 5.686 12.712 7.257
H 5.470 14.296 7.593
H 2.967 15.211 7.042
H 2.422 15.202 5.499
H 1.920 13.174 7.649
H 0.772 14.110 6.916
H 1.151 12.838 4.759
H 0.771 11.783 6.047
H 3.176 11.006 7.436
H 4.101 10.081 6.174
H 2.408 9.830 6.410
H 1.824 10.222 3.939
H 3.522 10.178 3.753
H 2.853 11.598 3.281
H 5.453 12.046 3.985
C 8.391 8.504 -5.089
C 7.904 7.197 -4.467
C 8.686 6.010 -5.048
C 8.242 7.100 -2.950
C 7.565 5.908 -2.287
C 6.065 6.046 -2.585
C 5.619 6.020 -4.057
C 5.680 4.575 -4.485
C 4.105 6.499 -4.173
N 6.470 6.980 -4.768
O 6.114 6.985 -6.160
H 8.220 8.475 -6.165
H 7.817 9.404 -4.868
H 9.436 8.741 -4.890
H 8.644 6.071 -6.136
H 9.736 6.078 -4.765
H 8.311 5.035 -4.736
H 9.273 6.835 -2.714
H 7.788 7.956 -2.452
H 7.945 4.919 -2.541
H 7.639 6.047 -1.208
H 5.581 6.869 -2.060
H 5.784 5.076 -2.175
H 4.867 4.045 -3.989
H 6.642 4.123 -4.244
H 5.557 4.434 -5.559
H 4.085 7.526 -3.808
H 3.480 5.885 -3.524
H 3.697 6.513 -5.184
H 5.938 7.923 -6.263
C 7.673 -11.007 3.392
C 6.978 -11.772 2.237
C 6.648 -13.182 2.630
C 5.652 -10.928 1.875
C 5.882 -9.751 1.047
C 6.668 -10.249 -0.232
C 7.488 -11.586 -0.207
C 6.502 -12.753 -0.666
C 8.679 -11.429 -1.204
N 7.926 -11.739 1.129
O 9.029 -12.571 1.170
H 8.344 -11.708 3.889
H 8.190 -10.083 3.134
H 6.852 -10.863 4.095
H 6.072 -13.396 3.530
H 6.171 -13.649 1.768
H 7.607 -13.626 2.896
H 4.883 -11.534 1.395
H 5.132 -10.463 2.712
H 4.908 -9.438 0.671
H 6.567 -9.063 1.543
H 7.484 -9.570 -0.482
H 5.938 -10.175 -1.039
H 6.284 -12.662 -1.730
H 5.604 -12.807 -0.051
H 7.083 -13.670 -0.568
H 9.090 -12.400 -1.478
H 9.518 -10.797 -0.912
H 8.436 -11.152 -2.230
H 9.719 -12.014 1.537
C -2.776 -15.552 2.789
C -1.498 -14.642 3.022
C -0.297 -15.361 3.754
C -0.897 -14.157 1.677
C -1.589 -12.994 0.985
C -1.899 -11.959 1.978
C -2.521 -12.341 3.325
C -2.477 -11.098 4.245
C -4.008 -12.716 3.000
N -1.860 -13.493 3.904
O -2.283 -13.926 5.181
H -3.214 -15.729 3.771
H -3.535 -15.331 2.038
H -2.525 -16.479 2.274
H 0.172 -16.208 3.254
H 0.443 -14.612 4.033
H -0.717 -15.653 4.716
H 0.063 -13.721 1.955
H -0.712 -14.930 0.931
H -0.990 -12.630 0.150
H -2.438 -13.372 0.416
H -2.688 -11.385 1.491
H -1.030 -11.329 2.167
H -3.399 -10.979 4.814
H -2.581 -10.272 3.542
H -1.596 -10.922 4.862
H -4.274 -13.193 2.057
H -4.546 -11.770 2.951
H -4.538 -13.241 3.795
H -1.669 -13.573 5.829
C -8.723 1.213 -4.545
C -7.553 1.733 -3.657
C -8.097 2.684 -2.578
C -6.938 0.523 -2.790
C -5.962 -0.348 -3.527
C -4.930 0.404 -4.336
C -5.390 1.571 -5.235
C -4.184 2.497 -5.566
C -5.948 1.010 -6.603
N -6.462 2.366 -4.472
O -7.077 3.289 -5.227
H -9.295 0.449 -4.019
H -9.463 1.941 -4.876
H -8.253 0.768 -5.422
H -7.646 2.646 -1.587
H -8.047 3.711 -2.940
H -9.130 2.482 -2.294
H -6.637 0.848 -1.794
H -7.749 -0.164 -2.550
H -5.313 -0.990 -2.933
H -6.474 -0.900 -4.315
H -4.646 -0.324 -5.097
H -4.012 0.725 -3.842
H -4.491 3.412 -6.073
H -3.483 1.944 -6.192
H -3.670 2.880 -4.684
H -6.590 1.678 -7.178
H -6.562 0.113 -6.524
H -5.097 0.699 -7.209
H -6.995 4.052 -4.651
C -1.745 1.688 2.153
C -0.888 0.857 3.078
C -0.477 1.601 4.434
C -1.638 -0.496 3.363
C -0.884 -1.728 4.082
C 0.151 -1.934 2.935
C 1.091 -0.719 2.628
C 2.102 -0.565 3.729
C 1.775 -1.190 1.405
N 0.305 0.500 2.272
O 1.038 1.588 1.934
H -1.870 1.144 1.217
H -2.689 1.982 2.610
H -1.312 2.638 1.837
H -0.503 2.686 4.338
H -1.263 1.433 5.170
H 0.484 1.280 4.835
H -2.401 -0.145 4.057
H -2.020 -0.914 2.431
H -0.393 -1.374 4.988
H -1.606 -2.515 4.298
H -0.247 -2.481 2.080
H 0.804 -2.744 3.258
H 2.268 0.480 3.992
H 3.097 -1.002 3.647
H 1.577 -1.009 4.576
H 1.082 -1.072 0.572
H 1.964 -2.229 1.674
H 2.654 -0.635 1.077
H 0.412 2.110 1.427
C 2.183 -4.191 -6.869
C 1.544 -5.399 -7.626
C 0.434 -6.022 -6.882
C 0.948 -4.908 -8.985
C 0.611 -6.085 -9.942
C 1.929 -6.943 -10.116
C 2.633 -7.444 -8.888
C 1.909 -8.751 -8.402
C 4.088 -7.789 -9.251
N 2.665 -6.365 -7.903
O 3.345 -6.810 -6.781
H 2.012 -4.187 -5.792
H 3.242 -4.032 -7.073
H 1.648 -3.271 -7.105
H -0.281 -6.431 -7.596
H 0.858 -6.908 -6.411
H -0.011 -5.315 -6.181
H -0.030 -4.437 -8.895
H 1.615 -4.155 -9.407
H -0.261 -6.692 -9.694
H 0.458 -5.921 -11.008
H 2.509 -6.183 -10.638
H 1.761 -7.798 -10.771
H 0.847 -8.551 -8.541
H 1.962 -9.200 -7.410
H 2.275 -9.547 -9.051
H 4.028 -8.588 -9.991
H 4.639 -8.008 -8.337
H 4.445 -6.940 -9.834
H 2.704 -7.504 -6.613
C -9.476 8.641 3.539
C -9.766 10.068 3.876
C -8.581 10.575 4.862
C -9.637 10.914 2.522
C -10.222 12.280 2.670
C -11.585 12.201 3.316
C -11.826 11.383 4.601
C -11.329 12.242 5.828
C -13.392 11.104 4.909
N -11.117 10.140 4.512
O -11.314 9.138 5.559
H -9.812 7.930 4.294
H -9.900 8.404 2.563
H -8.412 8.445 3.408
H -8.642 11.642 5.074
H -8.820 10.243 5.872
H -7.625 10.149 4.557
H -8.624 10.929 2.119
H -10.168 10.384 1.731
H -9.510 12.767 3.337
H -10.459 12.854 1.775
H -12.358 11.911 2.605
H -11.845 13.203 3.659
H -10.290 12.524 5.658
H -11.281 11.701 6.773
H -11.972 13.117 5.916
H -13.634 10.416 5.719
H -13.958 10.676 4.081
H -13.897 12.052 5.096
H -11.995 8.611 5.134
```

Values from the calculation:
- E (eV) = -105410.6995
- F_max (hartree/bohr) = 0.0822
- frontier orbital gap (eV) = 8.21
- E_LUMO (eV) = 0.467
- SMILES = CC1(C)CCCC(C)(C)N1O.CC1(C)CCCC(C)(C)N1O.CC1(C)CCCC(C)(C)N1O.CC1(C)CCCC(C)(C)N1O.CC1(C)CCCC(C)(C)N1O.CC1(C)CCCC(C)(C)N1O.CC1(C)CCCC(C)(C)N1O.CC1(C)CCCC(C)(C)N1O
- highest occupied orbital energy (eV) = -7.74